Entry a
Molecular formula: C4H7ClN2
Method: DFT, the ωB97M-V functional and the def2-TZVPD basis

Values from the calculation:
net charge: 0
LUMO: 0.79 eV
orbital gap: 9.8 eV
SMILES: [H]/N=C\NC(=C)CCl

Each line ends with the Löwdin charge.
Positions of all 14 atoms, in Å:
H: 1.5709 -1.2894 1.0793  0.048
N: 2.4476 -1.2261 0.4886  0.081
C: 2.3938 -0.2278 -0.2915  -0.319
N: 1.3836 0.6932 -0.5175  0.025
C: 0.1121 0.7017 0.0677  -0.418
C: -0.4511 1.8510 0.4742  0.036
C: -0.5920 -0.6352 0.1231  -0.545
Cl: -2.3547 -0.5271 -0.1747  0.570
H: 3.2690 -0.0360 -0.9315  0.116
H: 1.6903 1.5805 -0.9131  0.139
H: 0.0941 2.8208 0.4550  0.074
H: -1.5035 1.8939 0.8070  0.051
H: -0.1826 -1.3085 -0.6454  0.085
H: -0.5050 -1.1080 1.0809  0.057

---

Entry b
Molecular formula: C4H7ClN2
Method: DFT, the ωB97M-V functional and the def2-TZVPD basis

Values from the calculation:
net charge: 0
LUMO: 0.83 eV
orbital gap: 10.3 eV
SMILES: C[C@H]1C=N[C@@H](Cl)N1

Each line ends with the Löwdin charge.
Positions of all 14 atoms, in Å:
C: 1.2785 0.7743 -1.1344  -0.051
C: 0.6341 0.2673 0.2070  -0.410
C: -0.7192 0.9407 0.4713  -0.109
N: -1.6846 0.2024 0.7119  0.006
C: -1.3722 -1.1254 0.8623  -0.597
Cl: -2.2310 -2.1483 -0.3907  0.540
N: 0.3776 -1.1369 0.4564  0.017
H: 1.5036 1.8408 -1.1754  0.060
H: 0.5313 0.6659 -1.8956  0.063
H: 2.3809 0.3339 -1.1878  0.121
H: 1.1624 0.6502 1.1697  0.156
H: -0.7985 1.9051 0.3642  0.069
H: -1.3711 -1.5325 1.9235  0.123
H: 0.3083 -1.6376 -0.3822  0.012

---

Which one is most stable, and which one is least stable? entry a is the most stable of them, while entry b is the least stable.